33
Properties=species:S:1:pos:R:3:forces:R:3:mulliken_charge:R:1 method="wB97M-V/def2-TZVPD" spin_multiplicity=1 smiles="CCO[SiH2]N(C)C.C1=CCCC1" total_energy_ha=-775.0169 relative_energy_kcal_mol=11.7 charge=0
C -2.52718 1.20983 -0.83027 -0.01 0.04 -0.04 -0.550
C -3.55086 0.08380 -0.60396 -0.06 0.01 -0.14 -0.698
C -1.92954 1.50323 0.55562 0.03 0.12 0.01 -0.185
C -3.14616 -0.48829 0.72288 -0.09 -0.06 -0.09 -0.510
C -2.25957 0.27060 1.34404 -0.02 0.04 0.00 -0.370
C -0.60151 -2.75033 -0.15206 0.45 0.09 0.01 -0.972
C 1.73247 1.72919 -0.69911 -0.03 -0.02 -0.15 -0.875
C 3.55196 1.75940 0.83893 0.21 0.09 0.01 -1.061
C 0.89759 -2.61713 -0.35443 -0.21 -0.76 -0.22 -0.405
N 2.55087 0.95394 0.19817 0.08 -0.19 -0.03 0.304
O 1.27369 -1.28080 -0.22723 -0.59 0.36 -0.03 0.092
Si 2.77896 -0.73061 -0.02048 0.18 0.80 0.24 0.038
H -1.73940 0.85544 -1.49679 0.01 0.01 -0.02 0.156
H -2.97656 2.09176 -1.28403 0.04 0.01 -0.06 0.371
H -4.57477 0.46726 -0.55270 -0.03 -0.02 -0.05 0.299
H -3.52553 -0.66264 -1.40176 -0.07 0.02 0.00 0.344
H -0.85704 1.69050 0.51488 0.02 0.08 0.03 -0.114
H -2.40662 2.37175 1.02253 0.10 0.06 -0.01 0.345
H -3.57833 -1.40385 1.08807 0.00 -0.19 0.21 0.472
H 3.61055 -1.11902 -1.17522 0.11 -0.11 -0.20 -0.171
H -1.83021 0.08400 2.31289 0.03 -0.12 0.22 0.445
H -0.89500 -3.78996 -0.23150 -0.11 -0.24 -0.04 0.435
H -0.87030 -2.37627 0.82964 -0.08 0.03 0.12 0.237
H -1.13684 -2.16682 -0.89486 -0.08 0.07 -0.10 0.156
H 1.27210 2.56079 -0.15399 -0.05 -0.03 -0.07 0.334
H 2.32048 2.15343 -1.52352 -0.04 0.07 -0.06 0.293
H 0.95125 1.09839 -1.11198 -0.17 0.04 -0.10 0.148
H 4.09382 1.16773 1.56923 0.15 -0.03 0.19 0.320
H 4.27571 2.16766 0.12075 0.05 0.09 0.05 0.339
H 3.07471 2.59896 1.35138 0.07 0.05 0.08 0.317
H 1.18502 -2.98073 -1.34952 -0.04 -0.08 0.06 0.312
H 1.43242 -3.22421 0.38668 -0.05 -0.08 -0.01 0.358
H 3.40380 -1.22700 1.20775 0.20 -0.18 0.22 -0.202

32
Properties=species:S:1:pos:R:3:forces:R:3:mulliken_charge:R:1 method="wB97M-V/def2-TZVPD" spin_multiplicity=1 smiles=C[Si](C)(C)CN1CCCCC1 total_energy_ha=-699.7298 relative_energy_kcal_mol=28.9 charge=0
N 0.31439 -1.05785 -0.41775 0.68 -0.69 0.13 -0.098
C -0.38841 -0.58613 -1.64649 -0.39 -0.47 2.46 -0.405
C 1.72287 -0.50408 -0.23097 -3.32 -0.13 0.76 -0.227
C 0.33880 -0.91871 -2.91707 1.45 0.25 -1.33 -0.605
C 2.50894 -0.50724 -1.49398 -0.74 -1.15 -2.14 -0.803
C 1.77511 -1.39964 -2.61207 1.11 -1.56 -0.15 -0.761
C 0.32722 2.12195 1.71046 -0.43 -1.50 -0.59 -1.132
C -1.55841 0.36156 3.31530 -0.87 0.93 -0.83 -1.006
C -2.46486 1.15031 0.60639 -0.95 1.16 -0.82 -1.033
C -0.45958 -0.99827 0.88854 0.15 1.04 -2.28 -0.866
Si -0.93917 0.73704 1.55576 0.14 -2.30 0.95 0.485
H -1.36323 -1.06496 -1.59098 -0.19 -0.19 -0.20 0.421
H -0.61970 0.45447 -1.49460 0.09 1.00 -0.56 0.078
H 1.55939 0.50418 0.15981 0.64 0.21 0.16 -0.047
H 2.12501 -1.13883 0.56613 0.32 0.23 -0.22 0.385
H -0.15798 -1.73146 -3.52168 0.33 1.03 0.60 0.251
H 0.50255 -0.01019 -3.57191 -0.75 -0.84 0.61 0.322
H 2.61437 0.45479 -1.99710 -0.14 0.33 0.44 0.304
H 3.50636 -0.82104 -1.22868 0.43 -0.40 -0.48 0.412
H 1.69989 -2.51600 -2.36812 0.37 1.57 0.21 0.315
H 2.36001 -1.39604 -3.58439 -0.48 0.23 1.15 0.356
H 1.21772 1.77687 2.25601 0.02 0.10 -0.78 0.320
H 0.43053 2.48715 0.67413 0.56 0.49 0.83 0.295
H -0.17945 2.74388 2.41337 -0.35 1.26 0.06 0.458
H -1.04694 -0.30038 4.00750 0.14 -0.09 -0.21 0.355
H -2.62880 0.04159 3.15347 1.00 0.39 0.64 0.247
H -1.49632 1.40232 3.69894 -0.60 -0.61 0.45 0.213
H -2.23760 1.35489 -0.48294 -0.43 0.01 1.21 0.311
H -2.90869 2.05617 1.09342 0.15 -0.44 -0.69 0.326
H -3.26281 0.36913 0.64428 0.83 0.39 0.05 0.303
H -1.41451 -1.56809 0.78993 0.60 0.33 -0.06 0.350
H 0.12332 -1.49741 1.62527 0.63 -0.59 0.63 0.476

| no. | HOMO (eV) | gap between HOMO and LUMO (eV) | largest force on an atom (Eh/bohr) |
| --- | --- | --- | --- |
| 1 | -8.6 | 9.578 | 0.017 |
| 2 | -7.5 | 8.327 | 0.066 |